Entry from the OMol25 dataset: a cluster of 12 separate species, C11H44F2N23O15S2 in total at a distorted geometry (ωB97M-V with the def2-TZVPD basis set).

Calculated values
Charge = -1
ΔE to the lowest compared entry with this formula, charge and spin = 232.1 kcal/mol

Geometry as XYZ:
```
97
C11H44F2N23O15S2, DFT ωB97M-V with the def2-TZVPD basis set
N -5.157 27.121 -6.379
S -4.009 26.850 -5.414
O -2.992 27.844 -5.045
O -3.496 25.485 -5.435
F -4.924 26.832 -4.074
S -3.946 27.370 -7.574
O -2.924 26.443 -7.968
O -3.623 28.793 -7.642
F -4.986 27.393 -8.778
C -6.742 34.130 -2.669
O -6.194 35.209 -2.368
N -7.217 33.282 -1.709
N -6.899 33.606 -3.884
H -7.523 32.334 -1.875
H -7.076 33.540 -0.743
H -7.088 32.619 -3.993
H -6.295 33.985 -4.599
C 1.224 19.236 -1.087
O 2.288 19.430 -1.615
N 1.041 18.669 0.021
N 0.120 19.586 -1.610
H 1.936 18.482 0.451
H 0.120 18.463 0.381
H 0.131 20.039 -2.513
H -0.688 19.204 -1.140
C 0.517 35.496 -0.210
O 1.633 35.095 0.190
N -0.378 34.752 -0.775
N 0.174 36.741 -0.175
H -0.274 33.748 -0.807
H -1.251 35.151 -1.089
H -0.820 36.921 -0.156
H 0.785 37.397 0.291
C -10.453 23.134 -7.192
O -11.445 22.611 -6.865
N -9.264 23.113 -6.588
N -10.394 23.854 -8.185
H -8.515 23.717 -6.896
H -9.215 22.586 -5.728
H -11.162 23.625 -8.800
H -9.544 24.328 -8.456
C -10.778 23.488 -14.163
O -11.771 23.976 -13.702
N -10.660 22.234 -14.468
N -9.615 24.061 -14.268
H -9.722 21.880 -14.590
H -11.442 21.660 -14.188
H -8.835 23.445 -14.447
H -9.480 25.036 -14.042
C 3.082 31.294 -6.547
O 4.290 31.118 -6.739
N 2.472 32.444 -6.434
N 2.316 30.335 -6.282
H 3.000 33.282 -6.632
H 1.463 32.443 -6.406
H 1.358 30.506 -6.552
H 2.715 29.410 -6.211
C -1.781 34.758 -11.338
O -2.157 33.821 -12.014
N -2.315 35.988 -11.240
N -0.501 34.895 -11.104
H -3.310 36.092 -11.376
H -1.823 36.833 -10.986
H -0.083 35.677 -10.620
H 0.045 34.174 -11.553
C -6.877 22.646 0.892
O -7.186 21.573 0.364
N -5.669 23.176 1.005
N -7.786 23.519 1.303
H -5.521 23.802 1.784
H -4.941 22.806 0.412
H -8.743 23.201 1.240
H -7.554 24.398 1.742
C -8.822 34.080 -11.547
O -8.220 34.793 -12.357
N -10.127 34.101 -11.362
N -8.153 33.131 -10.920
H -10.651 33.309 -11.018
H -10.470 34.945 -11.799
H -7.153 32.994 -10.946
H -8.662 32.664 -10.183
C 2.314 28.769 -12.737
O 2.736 29.854 -13.087
N 3.078 27.773 -12.260
N 1.072 28.443 -12.628
H 2.631 26.887 -12.071
H 4.081 27.875 -12.206
H 0.907 27.486 -12.352
H 0.384 29.182 -12.597
C -11.009 28.954 -3.854
O -12.169 29.134 -3.528
N -10.528 29.023 -5.000
N -10.048 28.478 -3.058
H -9.622 28.608 -5.167
H -11.116 29.304 -5.772
H -10.429 28.146 -2.184
H -9.499 27.820 -3.592
```